Arrangement A

This record from OMol25 describes an isolated molecule of C5H6N2O3. The level of theory is ωB97M-V/def2-TZVPD.

The geometry in ORCA input format:
```
! RIJCOSX wB97M-V def2-TZVPD def2/J DEFGRID3
* xyz 0 1
C -2.184 1.098 0.049
C -0.794 0.346 0.078
C 0.249 1.168 -0.179
N 0.878 2.172 -0.121
O 1.581 3.152 -0.084
C -0.739 -1.004 0.404
N 0.486 -1.726 0.461
C 1.769 -1.496 -0.011
O 2.701 -2.223 0.190
O 1.863 -0.420 -0.896
H -2.229 1.585 -0.850
H -2.988 0.515 0.236
H -2.119 1.709 0.853
H -1.642 -1.616 0.528
H 0.595 -2.630 0.845
H 2.573 -0.630 -1.502
*
```

Values from the calculation:
Gap between HOMO and LUMO in eV: 8.67
E_LUMO in eV: 0.33

---

Arrangement B

This record from OMol25 describes a cluster of 2 separate species, C5H6N2O3 in total. The level of theory is ωB97M-V/def2-TZVPD.

The geometry in ORCA input format:
```
! RIJCOSX wB97M-V def2-TZVPD def2/J DEFGRID3
* xyz 0 1
C -2.374 -1.265 -0.061
C -1.399 1.435 0.311
C -1.303 -0.443 -0.533
C 1.085 -0.066 -0.234
C 2.237 -0.131 0.682
N -3.285 -1.800 0.394
N -0.033 -0.762 0.017
O -2.531 1.817 0.214
O -0.238 1.647 0.472
O 1.206 0.684 -1.341
H -1.516 -0.437 -1.632
H 2.074 0.702 1.382
H 3.211 0.285 0.110
H 2.503 -1.078 1.131
H 0.046 -1.286 0.865
H 0.317 0.698 -1.776
*
```

Values from the calculation:
Gap between HOMO and LUMO in eV: 8.73
E_LUMO in eV: 0.19

---

Verdict on stability: arrangement A comes out at the bottom.

---

Arrangement A

This record from OMol25 describes a cluster of 2 separate species, C6H13N2O in total. The level of theory is ωB97M-V/def2-TZVPD.

The geometry in ORCA input format:
```
! RIJCOSX wB97M-V def2-TZVPD def2/J DEFGRID3
* xyz 1 1
C -0.097 0.313 0.070
C 4.752 -0.136 0.021
C 3.382 -0.392 -0.405
C -3.417 1.178 -0.589
C 0.055 -2.138 0.105
C -2.280 1.437 0.401
N -1.369 0.297 0.376
N 0.618 -0.749 -0.069
O 3.514 0.649 0.260
H 5.076 -0.611 0.869
H 5.426 0.298 -0.622
H 0.455 1.232 -0.176
H -3.052 1.049 -1.566
H -4.035 0.367 -0.258
H -4.087 2.000 -0.500
H -0.872 -2.126 -0.576
H -0.422 -2.226 1.004
H 0.936 -2.800 -0.150
H -1.690 2.245 0.131
H -2.777 1.380 1.344
H -1.745 -0.658 0.397
H 1.628 -0.608 -0.066
*
```

Values from the calculation:
Gap between HOMO and LUMO in eV: 10.61
E_LUMO in eV: -3.03

---

Arrangement B

This record from OMol25 describes the ion C6H13N2O with charge +1. The level of theory is ωB97M-V/def2-TZVPD.

The geometry in ORCA input format:
```
! RIJCOSX wB97M-V def2-TZVPD def2/J DEFGRID3
* xyz 1 1
N -2.876 -0.764 0.033
C -1.886 0.253 0.027
O -1.515 0.705 -1.227
C -0.353 0.027 0.916
C 0.211 -1.278 0.364
C 1.232 -1.336 -0.426
C 2.028 -0.109 -0.814
C 1.918 0.998 0.218
N 0.426 1.279 0.503
H -2.647 -1.542 -0.723
H -3.137 -1.015 0.982
H -2.225 1.080 0.522
H -1.749 0.101 -1.894
H -0.614 0.083 2.075
H -0.317 -2.172 0.716
H 1.498 -2.277 -0.989
H 3.059 -0.501 -0.843
H 1.646 0.257 -1.777
H 2.285 0.632 1.226
H 2.528 1.763 -0.013
H 0.380 1.894 1.337
H 0.108 1.923 -0.215
*
```

Values from the calculation:
Gap between HOMO and LUMO in eV: 9.81
E_LUMO in eV: -3.11

---

Verdict on stability: arrangement A comes out at the bottom.

---

Arrangement A

This record from OMol25 describes a cluster of 6 separate species, H11O5S in total. The level of theory is ωB97M-V/def2-TZVPD.

The geometry in ORCA input format:
```
! RIJCOSX wB97M-V def2-TZVPD def2/J DEFGRID3
* xyz -1 1
S -1.102 0.311 0.580
H -1.793 -0.106 1.623
H -0.016 -1.130 1.664
H -0.114 -2.061 3.027
O 0.486 -1.872 2.276
H 3.053 0.660 -0.215
H 2.955 1.912 -1.141
O 3.284 0.938 -1.132
H 1.196 0.448 0.705
H 1.881 -0.239 1.842
O 2.041 0.310 1.153
H -0.078 0.341 -1.850
H 1.324 0.240 -2.355
O 0.505 0.394 -2.662
H -3.323 -0.457 -0.596
H -4.807 -0.422 -0.377
O -4.147 -0.290 -1.086
*
```

Values from the calculation:
Gap between HOMO and LUMO in eV: 8.02
E_LUMO in eV: 3.50

---

Arrangement B

This record from OMol25 describes a cluster of 6 separate species, H11O5S in total. The level of theory is ωB97M-V/def2-TZVPD.

The geometry in ORCA input format:
```
! RIJCOSX wB97M-V def2-TZVPD def2/J DEFGRID3
* xyz -1 1
S -0.095 -0.474 -0.147
H -0.903 -1.013 0.650
H 3.052 -1.880 0.297
H 3.501 -1.310 -1.175
O 3.764 -1.842 -0.413
H 1.979 2.722 1.552
H 1.544 1.494 0.616
O 2.105 1.821 1.315
H -1.868 2.086 -2.040
H -0.697 1.431 -1.474
O -0.941 1.959 -2.283
H -4.760 0.361 -1.067
H -3.539 -0.393 -1.678
O -4.329 0.086 -1.937
H 0.520 -0.916 2.715
H -0.029 -2.246 2.261
O 0.695 -1.884 2.809
*
```

Values from the calculation:
Gap between HOMO and LUMO in eV: 7.22
E_LUMO in eV: 3.25

---

Verdict on stability: arrangement B comes out at the bottom.

---

Arrangement A

This record from OMol25 describes a structure of composition CH4AlO5P. The level of theory is ωB97M-V/def2-TZVPD.

The geometry in ORCA input format:
```
! RIJCOSX wB97M-V def2-TZVPD def2/J DEFGRID3
* xyz 0 1
Al -0.599 2.330 -0.534
P -0.118 0.873 2.255
O -1.414 1.594 1.851
O 0.572 1.890 3.148
O 0.623 0.718 0.936
O -0.421 -0.403 2.971
C 0.372 -1.241 -2.112
O -0.429 -0.477 -1.183
H -0.121 -1.329 -3.078
H 1.371 -0.802 -2.171
H 0.476 -2.276 -1.771
H -0.313 -0.877 -0.311
*
```

Values from the calculation:
Gap between HOMO and LUMO in eV: 5.36
E_LUMO in eV: -5.00

---

Arrangement B

This record from OMol25 describes a structure of composition CH4AlO5P. The level of theory is ωB97M-V/def2-TZVPD.

The geometry in ORCA input format:
```
! RIJCOSX wB97M-V def2-TZVPD def2/J DEFGRID3
* xyz 0 1
Al -2.324 1.032 0.291
P 0.937 1.936 1.072
O 1.497 3.283 0.497
O -0.342 2.340 1.850
O 1.888 0.988 1.730
O 0.350 1.425 -0.297
C -0.068 -1.699 -1.036
O -1.217 -1.654 -0.182
H -0.363 -1.876 -2.072
H 0.490 -0.764 -1.013
H 0.675 -2.448 -0.757
H -1.521 -2.561 -0.083
*
```

Values from the calculation:
Gap between HOMO and LUMO in eV: 5.85
E_LUMO in eV: -4.35

---

Verdict on stability: arrangement B comes out at the bottom.

---

Arrangement A

This record from OMol25 describes an isolated molecule of C4H5ClN2O. The level of theory is ωB97M-V/def2-TZVPD.

The geometry in ORCA input format:
```
! RIJCOSX wB97M-V def2-TZVPD def2/J DEFGRID3
* xyz 0 1
C -0.320 2.055 -0.079
C 1.039 1.711 -0.156
C -0.946 0.860 0.025
C -0.224 -1.599 0.014
N 1.187 0.402 -0.029
N -0.023 -0.153 0.063
O -4.282 -0.284 -0.408
Cl -2.974 0.489 0.329
H -0.908 2.930 -0.066
H 1.698 2.522 -0.268
H -0.210 -1.764 -1.095
H 0.367 -2.037 0.704
H -1.192 -1.657 0.431
*
```

Values from the calculation:
Gap between HOMO and LUMO (alpha / beta) in eV: 8.06 / 8.06
E_LUMO (alpha / beta) in eV: -1.78 / -1.78

---

Arrangement B

This record from OMol25 describes a structure of composition C4H5ClN2O. The level of theory is ωB97M-V/def2-TZVPD.

The geometry in ORCA input format:
```
! RIJCOSX wB97M-V def2-TZVPD def2/J DEFGRID3
* xyz 0 1
C 1.187 -0.350 -0.077
C 0.730 0.875 0.009
C -0.743 0.577 -0.097
C -0.963 -0.660 0.018
H 2.034 -2.277 0.037
H 3.067 -0.817 0.593
H 1.222 1.883 -0.164
H -2.928 1.105 -1.158
H -1.929 1.923 1.210
N 2.272 -1.108 -0.071
N -1.737 1.605 -0.094
O 0.187 -1.247 -0.226
Cl -2.399 -1.509 0.020
*
```

Values from the calculation:
Gap between HOMO and LUMO in eV: 7.37
E_LUMO in eV: -0.44

---

Verdict on stability: arrangement B comes out at the bottom.

---

Arrangement A

This record from OMol25 describes a cluster of 2 separate species, C2H5ClN2S in total. The level of theory is ωB97M-V/def2-TZVPD.

The geometry in ORCA input format:
```
! RIJCOSX wB97M-V def2-TZVPD def2/J DEFGRID3
* xyz 0 1
H 2.689 -0.793 0.554
N 2.376 -0.267 1.359
N 1.858 0.840 0.911
S 1.825 1.562 -0.568
H 1.570 1.305 1.766
C -2.552 -0.849 -1.573
C -2.092 -0.440 -0.391
Cl -2.936 0.441 0.834
H -1.901 -1.391 -2.112
H -3.459 -0.715 -2.085
H -1.083 -0.674 -0.142
*
```

Values from the calculation:
Gap between HOMO and LUMO (alpha / beta) in eV: 8.49 / 8.48
E_LUMO (alpha / beta) in eV: -0.82 / -0.83

---

Arrangement B

This record from OMol25 describes an isolated molecule of C2H5ClN2S. The level of theory is ωB97M-V/def2-TZVPD.

The geometry in ORCA input format:
```
! RIJCOSX wB97M-V def2-TZVPD def2/J DEFGRID3
* xyz 0 1
H 1.123 1.620 0.106
N 0.192 1.881 -0.363
C -0.471 0.902 -0.885
C 0.012 -0.535 -1.138
S 0.416 -1.717 0.450
N 0.291 -1.115 1.834
Cl -1.209 -0.153 2.387
H -1.370 1.231 -1.431
H -0.785 -1.224 -1.280
H 0.666 -0.386 -2.014
H 1.134 -0.505 2.334
*
```

Values from the calculation:
Gap between HOMO and LUMO in eV: 9.01
E_LUMO in eV: -0.31

---

Verdict on stability: arrangement B comes out at the bottom.